Formula: C4H6N2O
Source: OMol25
Level of theory: ωB97M-V with the def2-TZVPD basis set

Element x y z (Å)
1 C -0.2694 1.9809 1.4710
2 O 0.4318 1.4352 0.3008
3 C 0.1595 0.2516 -0.1332
4 C -0.8916 -0.4767 0.2855
5 C -0.7591 -1.6357 -0.3652
6 N 0.4726 -1.5997 -1.1020
7 N 1.0279 -0.3324 -0.9067
8 H -1.3853 1.9756 1.1782
9 H 0.0672 3.1292 1.2032
10 H 0.0353 1.4313 2.4225
11 H -1.6278 -0.2499 1.0194
12 H -1.3357 -2.5269 -0.2217
13 H 0.8529 -2.4370 -1.4965

The LUMO energy is 0.95 eV. The value obtained for the gap between HOMO and LUMO is 9.5 eV. For the calculated total energy, the calculation gives -9270.4482 eV. The molecular weight is 98.11 g/mol. As for the multiplicity: 1.

=====

Formula: C5H5O5Sn
Source: OMol25
Level of theory: ωB97M-V with the def2-TZVPD basis set

Element x y z (Å)
1 O 2.6827 -0.3235 0.6499
2 C 2.4748 -1.3775 0.0466
3 O 2.9782 -2.1289 -0.7193
4 O 0.3617 2.1004 2.1334
5 C -0.6565 2.5240 1.4919
6 C -1.1700 2.0634 0.3400
7 O -0.4615 0.9572 -0.1982
8 C -1.2471 -0.1904 -0.5485
9 C -0.2669 -1.3312 -0.7568
10 O 0.6343 -1.3754 0.3330
11 Sn 0.8745 0.3678 1.2733
12 H -1.9153 2.5313 -0.2991
13 H -1.8185 0.0125 -1.4654
14 H -1.9622 -0.4093 0.2596
15 H 0.3113 -1.1436 -1.6771
16 H -0.8195 -2.2770 -0.8633

The LUMO energy (alpha / beta) is 0.15 / -0.15 eV. The value obtained for the gap between HOMO and LUMO (alpha / beta) is 7.1 / 7.4 eV. For the calculated total energy, the calculation gives -21329.2040 eV. The molecular weight is 263.80 g/mol. As for the multiplicity: 2.

=====

Formula: C3H8NO3
Source: OMol25
Level of theory: ωB97M-V with the def2-TZVPD basis set

Element x y z (Å)
1 O -0.1157 1.0585 -1.8575
2 C 0.7307 1.2312 -0.9133
3 N 0.7005 0.2208 0.2326
4 C 0.1524 -0.9703 0.0821
5 O 0.3303 -2.1568 1.0236
6 C 0.5792 2.5841 -0.1285
7 H 1.7907 1.1811 -1.2237
8 H -0.9636 -1.0026 0.1054
9 H 0.4614 -1.5079 -0.8496
10 H -0.3900 2.9127 0.2366
11 H 0.9361 3.3654 -0.7920
12 H 1.2575 2.4394 0.7099
13 H -0.6284 -2.4470 1.0825
14 H -2.8919 -3.5010 1.2383
15 O -1.9492 -3.4077 1.0535

The LUMO energy is 0.89 eV. The value obtained for the gap between HOMO and LUMO is 4.6 eV. For the calculated total energy, the calculation gives -10868.1901 eV. The molecular weight is 106.10 g/mol. As for the multiplicity: 1. Its net charge is -1.

=====

Formula: C27H18F3N6O2RuS2
Source: OMol25
Level of theory: ωB97M-V with the def2-TZVPD basis set

Element x y z (Å)
1 Ru 0.5749 -0.2314 0.3234
2 C 1.3220 -4.2270 3.0611
3 C 1.3852 -2.8514 2.4394
4 S 0.5918 -2.6874 0.9373
5 C 2.0315 -1.8085 3.0702
6 C 2.7113 -1.9751 4.4067
7 S 2.0805 -0.2232 2.4395
8 H 0.7587 -4.8934 2.4128
9 H 0.8258 -4.1838 4.0341
10 H 2.3231 -4.6431 3.2059
11 H 2.8961 -3.0220 4.6509
12 H 2.0813 -1.5458 5.1893
13 H 3.6557 -1.4323 4.4049
14 C -1.6120 2.1617 -2.6763
15 C -0.7296 2.1567 -3.7467
16 C 0.5075 1.5607 -3.5972
17 C 0.8530 0.9755 -2.3822
18 N -0.0182 0.9945 -1.3541
19 C -1.2100 1.5608 -1.4979
20 C 2.1063 0.2618 -2.1265
21 C 3.1698 0.2357 -3.0297
22 C 4.2954 -0.5215 -2.7610
23 C 4.3655 -1.2601 -1.5849
24 C 3.3222 -1.2075 -0.6719
25 C 2.1804 -0.4429 -0.9062
26 H -2.5956 2.6010 -2.7554
27 H -1.0133 2.6054 -4.6908
28 H 1.2017 1.5228 -4.4249
29 H -1.8768 1.5049 -0.6497
30 H 3.1275 0.8146 -3.9454
31 H 5.1219 -0.5327 -3.4621
32 H 5.2332 -1.8771 -1.3795
33 H 3.4034 -1.7725 0.2498
34 N 2.4722 7.3676 1.5507
35 C 2.2190 6.2389 1.3969
36 C 1.9114 4.8910 1.2108
37 C 0.5697 4.3987 1.3237
38 C 0.3111 3.0754 1.1174
39 N 1.2597 2.1545 0.7976
40 C 2.5380 2.6076 0.7057
41 C 2.9046 3.9081 0.8934
42 H -0.2336 5.0816 1.5697
43 H -0.7019 2.6988 1.2130
44 H 3.2834 1.8564 0.4617
45 H 3.9431 4.2002 0.7997
46 F -2.4860 -3.8881 -2.0579
47 C -2.6087 -2.6207 -2.5162
48 F -3.9223 -2.4275 -2.7668
49 F -1.9808 -2.5888 -3.7185
50 C -2.0110 -1.5528 -1.5034
51 O -0.7685 -1.6410 -1.4164
52 O -2.8403 -0.8097 -0.9885
53 N -1.0275 0.0283 1.5478
54 C -1.5996 -0.1445 2.5413
55 C -2.2701 -0.3413 3.7354
56 C -3.5054 0.2840 4.0029
57 N -4.5119 0.7966 4.2481
58 C -1.6879 -1.1674 4.7218
59 N -1.2170 -1.8381 5.5376

The LUMO energy (alpha / beta) is 4.33 / 3.43 eV. The value obtained for the gap between HOMO and LUMO (alpha / beta) is 4.5 / 6.8 eV. For the calculated total energy, the calculation gives -73732.4102 eV. The molecular weight is 680.68 g/mol. As for the multiplicity: 6. Its net charge is -2.